Entry 1:
# F3NO2S

F3NO2S as an isolated structure in a non-equilibrium geometry (wB97M-V/def2-TZVPD, the Open Molecules 2025 dataset).

Positions of all 7 atoms, in Å:
N (0.94557, 0.09231, 0.26950)
O (-1.25862, -0.55854, -1.28383)
O (-0.23800, 1.84813, 0.95430)
F (0.95258, 0.48685, -1.11438)
F (1.18921, 1.18951, 0.94291)
F (-0.20218, -2.09122, 0.15882)
S (-0.95891, -0.61943, 0.07424)

For the energy relative to the best compared isomer or geometry (same formula, charge and spin), the calculation gives 152.9 kcal per mole. For the electronic energy, the calculation gives -902.603094 Eh. The HOMO energy (alpha / beta) comes out at -11.00 / -11.00 eV.

Entry 2:
# F3NO3Pt3

F3NO3Pt3 as an isolated structure in a non-equilibrium geometry (wB97M-V/def2-TZVPD, the Open Molecules 2025 dataset).

Positions of all 10 atoms, in Å:
Pt (13.85745, -11.32793, -20.82021)
Pt (14.50653, -14.97675, -19.43168)
Pt (15.00089, -12.68321, -16.50124)
N (11.41639, -14.02678, -18.23336)
O (11.24581, -12.79035, -18.27943)
O (10.41761, -14.59227, -17.86316)
O (12.43752, -14.45446, -18.75502)
F (12.87416, -10.52279, -19.11552)
F (14.73309, -12.62235, -18.73485)
F (15.11302, -14.61855, -17.09840)

For the energy relative to the best compared isomer or geometry (same formula, charge and spin), the calculation gives 0.0 kcal per mole. As for the spin multiplicity: 7. For the electronic energy, the calculation gives -936.653125 Eh. As for the total charge: +2. The HOMO energy (alpha / beta) comes out at -17.96 / -17.42 eV.

Entry 3:
# F4KN2NaO8S4

F4KN2NaO8S4 as an isolated structure in a non-equilibrium geometry (wB97M-V/def2-TZVPD, the Open Molecules 2025 dataset).

Positions of all 20 atoms, in Å:
Na (-2.04227, 2.72114, 1.23250)
K (-1.13049, 0.06070, 0.40173)
N (-1.04015, -1.59476, -1.71288)
S (0.37154, -2.50571, -1.78736)
O (1.24713, -2.09400, -2.83264)
O (0.30806, -3.91166, -1.46745)
F (1.02763, -1.91171, -0.43777)
S (-2.05148, -2.69608, -2.26009)
O (-2.66169, -3.41695, -1.17795)
O (-1.64800, -3.44091, -3.42213)
F (-3.22159, -1.73601, -2.77918)
N (0.19936, 2.00082, 1.53414)
S (1.40805, 3.04148, 0.82352)
O (2.73462, 2.53425, 0.75265)
O (1.14505, 4.40910, 1.12888)
F (0.78900, 2.93772, -0.64626)
S (1.09966, 1.56565, 2.75399)
O (1.74706, 2.59616, 3.52225)
O (1.77180, 0.31872, 2.56060)
F (-0.05329, 1.12206, 3.81345)

For the energy relative to the best compared isomer or geometry (same formula, charge and spin), the calculation gives 43.8 kcal per mole. For the electronic energy, the calculation gives -3465.860041 Eh. The HOMO energy comes out at -9.91 eV.

Entry 4:
# F4Li6

F4Li6 as an isolated structure in a non-equilibrium geometry (wB97M-V/def2-TZVPD, the Open Molecules 2025 dataset).

Positions of all 10 atoms, in Å:
Li (0.21182, -0.15526, 0.12505)
Li (0.36365, -1.08878, -2.66370)
Li (-1.80885, -1.82022, 1.22154)
Li (-2.21432, 1.06730, 0.66832)
Li (2.84826, 0.44242, -0.06867)
Li (0.01766, 2.54502, 0.56606)
F (-1.69627, -0.90945, -0.59601)
F (-0.50879, 1.06118, 1.70018)
F (1.23555, 0.59524, -1.48108)
F (1.55129, -1.73744, 0.52830)

As for the spin multiplicity: 2. For the electronic energy, the calculation gives -443.798811 Eh. As for the total charge: +3. The HOMO energy (alpha / beta) comes out at -24.00 / -24.00 eV.

Entry 5:
# F4O2P2

One molecule with the formula F4O2P2 in a non-equilibrium geometry (wB97M-V/def2-TZVPD, the Open Molecules 2025 dataset).

Positions of all 8 atoms, in Å:
O (0.52859, 1.10729, 0.72540)
O (0.48686, -0.13310, -1.10812)
F (-0.88302, -0.65592, 1.22988)
F (-1.75054, -0.73135, -0.79571)
F (-1.59154, 1.47269, -0.45392)
F (2.22480, -0.74932, 0.51069)
P (-0.67893, 0.21099, -0.08794)
P (1.77857, 0.60555, -0.21007)

For the energy relative to the best compared isomer or geometry (same formula, charge and spin), the calculation gives 0.0 kcal per mole. For the electronic energy, the calculation gives -1232.879027 Eh. The HOMO energy comes out at -11.94 eV.

Entry 6:
# F6H12O12P3Sr2

F6H12O12P3Sr2 as an isolated structure in a non-equilibrium geometry (wB97M-V/def2-TZVPD, the Open Molecules 2025 dataset).

Positions of all 35 atoms, in Å:
Sr (-10.88468, -20.79490, -2.51078)
Sr (-10.51239, -25.49625, -6.41488)
O (-12.53688, -23.97271, -5.97075)
P (-13.05685, -23.14236, -4.85918)
O (-12.20085, -22.25760, -4.04898)
F (-13.84276, -24.08052, -3.89726)
F (-14.24087, -22.30150, -5.43354)
O (-9.65849, -23.04640, -6.28074)
P (-9.19238, -21.70144, -5.91088)
O (-9.45657, -21.16699, -4.56219)
F (-9.70410, -20.67677, -6.93065)
F (-7.68809, -21.60468, -6.20252)
O (-10.53130, -24.94530, -4.03590)
P (-9.81292, -24.44867, -2.83370)
O (-9.95292, -23.08541, -2.33315)
F (-8.31050, -24.69796, -3.04761)
F (-10.07122, -25.42958, -1.68881)
O (-15.01306, -19.97418, -7.38378)
H (-14.21253, -20.35425, -7.75598)
H (-15.12733, -20.41896, -6.54114)
O (-17.18810, -23.01027, -4.94303)
H (-17.18841, -22.74488, -4.01936)
H (-16.47905, -22.50783, -5.35134)
O (-13.97698, -24.30428, -8.28713)
H (-13.71823, -24.15870, -7.35713)
H (-14.70641, -24.92920, -8.26185)
O (-13.10378, -25.19758, -1.05641)
H (-13.13014, -25.61760, -1.92105)
H (-12.29954, -25.53144, -0.64946)
O (-11.39834, -24.63198, -8.60188)
H (-12.37302, -24.44177, -8.59876)
H (-11.01563, -24.03767, -9.25282)
O (-14.71957, -26.43144, -5.47443)
H (-14.82102, -25.61247, -4.97714)
H (-15.43633, -26.40934, -6.11503)

For the energy relative to the best compared isomer or geometry (same formula, charge and spin), the calculation gives 0.0 kcal per mole. For the electronic energy, the calculation gives -2595.330839 Eh. As for the total charge: +1. The HOMO energy comes out at -13.53 eV.

Entry 7:
# F6H16O8P

A 9-piece molecular cluster, F6H16O8P overall in a non-equilibrium geometry (wB97M-V/def2-TZVPD, the Open Molecules 2025 dataset).

Positions of all 31 atoms, in Å:
P (13.17625, -14.20523, 8.56051)
F (11.94498, -14.71885, 7.68792)
F (13.48966, -15.74354, 9.04374)
F (14.16611, -14.34981, 7.30141)
F (14.40804, -13.67081, 9.47664)
F (12.90827, -12.66363, 8.08406)
F (12.12564, -13.98973, 9.78275)
O (12.13415, -17.83899, 8.03010)
H (12.25532, -16.98590, 8.48263)
H (12.91795, -18.34822, 8.26618)
O (15.68641, -17.16802, 8.90262)
H (16.23952, -16.53367, 8.43716)
H (14.97854, -16.62720, 9.30439)
O (15.35116, -12.36387, 5.62002)
H (15.28394, -12.53828, 4.67668)
H (14.97984, -13.15380, 6.04041)
O (11.82460, -16.20910, 11.82655)
H (12.60381, -16.46602, 12.33345)
H (11.77384, -16.85523, 11.11342)
O (9.40313, -15.06910, 9.73350)
H (10.26568, -14.72323, 9.46032)
H (8.84026, -14.94543, 8.96371)
O (13.40229, -16.39722, 5.64817)
H (12.71898, -16.88411, 6.12924)
H (13.92839, -15.98074, 6.33910)
O (10.63530, -11.38997, 9.43830)
H (11.01480, -10.51179, 9.34577)
H (11.22350, -11.96226, 8.92640)
O (14.00316, -14.09936, 12.03430)
H (13.10082, -14.29580, 12.30615)
H (13.95496, -14.05497, 11.06127)

For the energy relative to the best compared isomer or geometry (same formula, charge and spin), the calculation gives 7.3 kcal per mole. For the electronic energy, the calculation gives -1552.407377 Eh. As for the total charge: -1. The HOMO energy comes out at -7.93 eV.

Entry 8:
# F6N3NaO12S6

F6N3NaO12S6 as an isolated structure in a non-equilibrium geometry (wB97M-V/def2-TZVPD, the Open Molecules 2025 dataset).

Positions of all 28 atoms, in Å:
Na (10.88943, 4.45203, -11.96373)
N (2.88132, 4.87717, -13.95174)
S (2.72249, 6.25154, -14.45110)
O (2.85725, 6.42665, -15.90775)
O (3.17227, 7.24937, -13.47707)
F (1.07587, 6.36104, -14.28527)
S (4.59567, 4.69512, -14.24191)
O (5.58621, 5.47455, -13.47606)
O (4.90346, 4.41841, -15.60504)
F (4.88340, 3.26554, -13.47913)
N (12.31979, 0.25300, -12.35854)
S (13.13040, -1.05409, -11.60868)
O (14.28640, -1.79632, -12.13445)
O (12.23261, -1.74487, -10.73404)
F (13.85397, -0.19547, -10.41740)
S (12.22984, -0.60871, -13.65531)
O (11.36207, -1.76884, -13.70811)
O (13.41262, -0.65049, -14.54118)
F (11.28238, 0.56643, -14.31808)
N (12.89821, 8.05376, -9.43470)
S (12.04943, 9.45222, -8.90211)
O (12.83505, 10.66118, -8.64280)
O (10.86096, 9.26639, -8.20309)
F (11.37930, 9.89699, -10.35508)
S (13.89208, 8.06852, -8.28711)
O (13.37127, 7.92467, -6.91393)
O (15.11088, 8.87994, -8.46284)
F (14.38783, 6.57295, -8.61163)

For the energy relative to the best compared isomer or geometry (same formula, charge and spin), the calculation gives 134.7 kcal per mole. For the electronic energy, the calculation gives -4217.756169 Eh. As for the total charge: -2. The HOMO energy comes out at -5.60 eV.

Entry 9:
# F8H8N4NaO20S8

F8H8N4NaO20S8 as an isolated structure in a non-equilibrium geometry (wB97M-V/def2-TZVPD, the Open Molecules 2025 dataset).

Positions of all 49 atoms, in Å:
Na (18.49344, -0.78254, -4.41589)
N (18.26298, 0.23407, 0.87392)
S (18.43736, -1.29222, 0.90710)
O (19.78232, -1.73166, 1.22141)
O (17.66482, -2.20340, 0.09230)
F (17.78900, -1.52216, 2.38504)
S (19.11681, 0.48777, -0.55561)
O (18.68150, -0.13862, -1.76465)
O (20.51220, 0.80892, -0.41141)
F (18.58902, 1.99155, -0.74473)
N (13.72527, -0.95055, -3.04319)
S (14.62846, 0.47288, -3.18870)
O (16.03128, 0.33357, -3.36803)
O (14.02930, 1.56673, -2.48398)
F (14.17627, 0.81096, -4.69414)
S (13.60089, -1.09577, -1.46250)
O (12.33742, -0.70700, -0.87914)
O (14.80167, -0.95879, -0.68474)
F (13.43733, -2.71854, -1.47408)
N (22.75080, -0.53716, -2.50637)
S (22.27824, -2.06976, -1.95265)
O (22.99828, -3.17512, -2.51579)
O (20.90845, -2.20105, -1.57054)
F (22.97153, -1.88848, -0.52599)
S (22.38532, -0.74370, -3.99785)
O (20.96447, -0.65964, -4.25984)
O (23.21726, -1.59512, -4.81226)
F (22.80950, 0.71569, -4.52365)
N (18.13079, 4.40080, -5.84112)
S (19.23441, 5.11575, -4.84554)
O (20.28967, 4.33944, -4.29722)
O (18.83848, 6.30936, -4.14763)
F (19.96637, 5.85036, -6.13762)
S (17.51660, 3.35095, -4.85114)
O (16.82716, 3.83038, -3.68303)
O (18.24167, 2.10349, -4.79269)
F (16.26314, 2.92618, -5.76430)
O (17.11207, -2.24126, -2.80905)
H (17.58795, -2.96244, -3.23111)
H (17.35619, -2.30411, -1.86876)
O (19.16495, -0.00947, -6.63780)
H (19.25528, -0.26859, -7.55767)
H (19.84046, 0.66869, -6.50165)
O (16.23552, -0.91804, -6.18779)
H (15.59324, -0.32596, -6.59400)
H (16.47388, -1.53919, -6.88280)
O (18.90943, -3.49856, -4.59532)
H (19.00481, -4.00512, -5.40708)
H (19.60815, -3.82693, -4.01226)

For the energy relative to the best compared isomer or geometry (same formula, charge and spin), the calculation gives 60.4 kcal per mole. For the electronic energy, the calculation gives -5875.437131 Eh. As for the total charge: -3. The HOMO energy comes out at -2.18 eV.

Entry 10:
# F8Li2N4O16S8

F8Li2N4O16S8 as an isolated structure in a non-equilibrium geometry (wB97M-V/def2-TZVPD, the Open Molecules 2025 dataset).

Positions of all 38 atoms, in Å:
Li (0.72287, 1.25596, 0.80016)
Li (-2.40452, 0.17078, -1.81017)
N (-0.94652, 3.29215, -1.24722)
S (-0.52930, 4.08253, -2.72358)
O (0.86709, 4.49232, -2.74240)
O (-1.44065, 4.99519, -3.39225)
F (-0.53221, 2.76856, -3.56187)
S (-1.41776, 4.64510, -0.70021)
O (-2.83624, 4.92260, -0.70609)
O (-0.48125, 5.78213, -0.63640)
F (-1.22701, 4.09357, 0.80098)
N (-0.95456, -2.46725, -3.55291)
S (0.76921, -2.55794, -3.17290)
O (0.95346, -1.78034, -1.95386)
O (1.89855, -2.60102, -4.10203)
F (0.72506, -4.04931, -2.62884)
S (-0.66338, -2.85532, -5.00693)
O (-0.44514, -4.27399, -5.17642)
O (0.01210, -1.99489, -5.95149)
F (-2.20501, -2.71370, -5.48396)
N (5.69522, -0.83377, 4.80690)
S (5.24600, 0.48476, 3.83923)
O (3.93654, 0.54130, 3.11599)
O (6.45431, 1.01382, 3.20703)
F (4.94540, 1.51777, 5.00734)
S (5.23632, -1.81835, 3.79228)
O (5.88841, -1.96419, 2.52328)
O (3.81101, -2.12021, 3.89727)
F (5.83020, -3.02902, 4.66034)
N (-3.79178, -1.10672, 1.03610)
S (-5.17926, -0.45219, 1.77742)
O (-4.94858, 0.47632, 2.87876)
O (-6.35186, -1.35266, 1.77689)
F (-5.40896, 0.45613, 0.51824)
S (-3.13280, -1.50286, 2.32652)
O (-3.82914, -2.20915, 3.41082)
O (-2.06725, -0.57857, 2.72275)
F (-2.19857, -2.72954, 1.65119)

For the energy relative to the best compared isomer or geometry (same formula, charge and spin), the calculation gives 193.8 kcal per mole. For the electronic energy, the calculation gives -5422.300252 Eh. As for the total charge: -2. The HOMO energy comes out at -5.44 eV.

Entry 11:
# F8N4Na2O16S8

F8N4Na2O16S8 as an isolated structure in a non-equilibrium geometry (wB97M-V/def2-TZVPD, the Open Molecules 2025 dataset).

Positions of all 38 atoms, in Å:
Na (0.60484, 2.67398, 2.08523)
Na (0.24723, 0.34059, 0.52439)
N (-1.19634, 1.19766, 2.18237)
S (-2.76656, 1.16656, 1.42310)
O (-3.06732, 2.47766, 0.94692)
O (-3.78937, 0.28358, 1.87460)
F (-2.37801, 0.38033, 0.05553)
S (-1.75838, 1.01276, 3.57852)
O (-1.69160, -0.30643, 4.25397)
O (-2.81167, 1.95117, 4.02198)
F (-0.45495, 1.82627, 4.15145)
N (0.49535, -2.36208, -3.27356)
S (0.58519, -0.65819, -3.36849)
O (0.20770, -0.05794, -2.11214)
O (0.26154, 0.01035, -4.64294)
F (2.20807, -0.65567, -3.34167)
S (-0.86162, -2.35315, -3.92700)
O (-1.03703, -2.28579, -5.37688)
O (-2.00548, -1.83626, -3.10963)
F (-1.15240, -3.92138, -3.66379)
N (1.36042, 2.26396, -0.08344)
S (0.55059, 3.30236, -1.08754)
O (-0.20085, 2.65323, -2.14585)
O (1.13788, 4.66727, -1.37070)
F (-0.53143, 3.70698, -0.00506)
S (2.69867, 2.41585, -0.78893)
O (3.60917, 3.46164, -0.25528)
O (2.73028, 1.90812, -2.16147)
F (3.23502, 1.14321, -0.03880)
N (0.53689, -2.10492, 0.96985)
S (1.81418, -2.40928, 2.10343)
O (2.89278, -3.31741, 1.64957)
O (1.43306, -2.49884, 3.50898)
F (2.48579, -0.94347, 2.11490)
S (-0.56196, -2.97531, 1.50371)
O (-1.86270, -2.28721, 1.61639)
O (-0.26320, -4.22884, 2.18737)
F (-0.70394, -3.64148, 0.00100)

For the energy relative to the best compared isomer or geometry (same formula, charge and spin), the calculation gives 38.0 kcal per mole. For the electronic energy, the calculation gives -5731.937822 Eh. As for the total charge: -2. The HOMO energy comes out at -4.49 eV.

Entry 12:
# FH2IrO

FH2IrO as an isolated structure in a non-equilibrium geometry (wB97M-V/def2-TZVPD, the Open Molecules 2025 dataset).

Positions of all 5 atoms, in Å:
H (0.58666, -0.52335, 0.15422)
O (-0.09790, -1.14988, 0.46017)
H (-0.30143, -1.72359, -0.28335)
F (0.59557, 1.14773, -0.21951)
Ir (-0.78290, 2.24909, -0.11154)

As for the spin multiplicity: 6. For the electronic energy, the calculation gives -280.057708 Eh. As for the total charge: +1. The HOMO energy (alpha / beta) comes out at -15.75 / -15.68 eV.